C3H6N2O3 | the ωB97M-V functional and the def2-TZVPD basis

```
14
Properties=species:S:1:pos:R:3:forces:R:3
C -1.415998 0.027464 -0.920275 0.9 1.5 2.3
C -0.028322 0.064762 -0.361887 0.8 -1.4 1.2
C -0.073709 0.450596 1.171011 -1.8 -2.9 -0.6
H -1.393237 -1.711268 -2.540745 -0.7 5.3 1.5
H -2.543836 0.478229 -2.517055 3.5 -4.2 -0.3
H -1.521021 1.212344 -0.962701 -1.0 -2.3 0.3
H -2.085590 -0.550533 -0.124690 1.1 1.7 -1.7
H 2.498067 -1.651925 -0.467886 -1.6 5.4 1.7
H 1.008551 1.031093 2.706640 -0.7 0.0 -3.6
N -1.376915 -0.395228 -2.261031 -4.1 -0.8 -3.7
N 0.990269 -0.515027 -0.939852 -5.3 1.6 -0.3
O 2.003415 -0.515553 -0.129881 6.1 -6.1 0.1
O 0.954703 1.055725 1.638227 2.3 1.5 3.7
O -0.976648 -0.001807 1.864095 0.7 0.8 -0.7
```
Positions in Å, forces in eV/Å.

Computed properties:
energy relative to the best compared isomer or geometry (same formula, charge and spin) = 221.7 kcal per mole
LUMO = 0.1 eV
gap between HOMO and LUMO = 9.3 eV
charge = 0
energy = -12322.612 eV